{
  "formula": "C24H41GeN2O2S3Si3Tc",
  "method": "ωB97M-V with the def2-TZVPD basis set",
  "largest_force_ev_per_a": 0.8,
  "total_energy_ev": -147486.5525,
  "mol_weight_da": 740.67,
  "multiplicity": 2,
  "s_squared": 0.772,
  "charge": -1,
  "species": ["Tc", "S", "C", "N", "C", "C", "C", "C", "C", "C", "S", "H", "H", "H", "H", "O", "N", "C", "C", "C", "C", "C", "S", "H", "H", "H", "H", "C", "O", "C", "C", "H", "H", "H", "H", "H", "H", "C", "Si", "C", "C", "Ge", "Si", "C", "C", "C", "Si", "C", "C", "C", "H", "H", "H", "H", "H", "H", "H", "H", "H", "H", "H", "H", "H", "H", "H", "H", "H", "H", "H", "H", "H", "H", "H", "H", "H", "H", "H"],
  "positions_angstrom": [[-0.583, 1.690, 0.545], [0.026, 1.954, 2.968], [1.575, 1.868, 2.288], [1.650, 1.692, 0.991], [2.949, 1.721, 0.528], [3.340, 1.620, -0.805], [4.688, 1.653, -1.110], [5.650, 1.787, -0.105], [5.271, 1.902, 1.223], [3.916, 1.876, 1.530], [3.133, 2.022, 3.078], [2.582, 1.513, -1.571], [5.003, 1.568, -2.143], [6.701, 1.803, -0.364], [6.014, 2.011, 2.003], [-0.370, 1.602, -1.518], [-0.355, 2.745, -2.220], [-0.384, 2.592, -3.561], [-0.333, 3.662, -4.403], [-0.248, 4.945, -3.833], [-0.223, 5.079, -2.479], [-0.278, 3.957, -1.609], [-0.254, 4.076, 0.084], [-0.445, 1.558, -3.871], [-0.360, 3.503, -5.470], [-0.203, 5.822, -4.466], [-0.159, 6.049, -2.007], [-3.098, 1.203, 2.638], [-3.477, 1.747, 1.381], [-2.509, 1.903, 0.457], [-3.185, 2.427, -0.787], [-2.642, 1.973, 3.262], [-2.393, 0.385, 2.494], [-4.011, 0.839, 3.106], [-4.270, 2.318, -0.721], [-2.815, 1.898, -1.666], [-2.944, 3.488, -0.910], [-2.601, -3.836, -0.129], [-2.452, -1.957, -0.305], [-4.078, -1.347, 0.435], [-2.524, -1.567, -2.155], [-0.509, -0.878, 0.570], [-0.020, -2.065, 2.588], [-1.424, -1.954, 3.849], [1.517, -1.427, 3.475], [0.304, -3.914, 2.342], [1.149, -1.839, -0.875], [2.856, -1.871, -0.068], [0.854, -3.629, -1.417], [1.293, -0.905, -2.512], [-3.489, -4.178, -0.675], [-2.732, -4.117, 0.920], [-1.733, -4.374, -0.514], [-4.908, -1.882, -0.043], [-4.234, -0.277, 0.296], [-4.123, -1.554, 1.509], [-3.520, -1.757, -2.569], [-1.804, -2.180, -2.705], [-2.264, -0.517, -2.329], [-1.542, -0.926, 4.203], [-1.204, -2.587, 4.716], [-2.378, -2.282, 3.424], [1.323, -0.449, 3.922], [2.367, -1.321, 2.797], [1.803, -2.123, 4.272], [-0.502, -4.416, 1.803], [0.419, -4.398, 3.319], [1.230, -4.076, 1.781], [2.880, -2.643, 0.709], [3.135, -0.921, 0.396], [3.619, -2.122, -0.814], [0.710, -4.305, -0.571], [1.723, -3.976, -1.988], [-0.023, -3.710, -2.067], [1.294, 0.175, -2.358], [0.428, -1.140, -3.142], [2.201, -1.200, -3.050]]
}

=====

{
  "formula": "C20H25NO2Pd",
  "method": "ωB97M-V with the def2-TZVPD basis set",
  "largest_force_ev_per_a": 2.8,
  "total_energy_ev": -30201.1769,
  "mol_weight_da": 417.84,
  "multiplicity": 6,
  "s_squared": 8.786,
  "charge": -1,
  "species": ["Pd", "C", "C", "C", "H", "C", "C", "H", "H", "H", "H", "C", "C", "C", "H", "C", "C", "H", "H", "H", "H", "O", "C", "C", "C", "C", "C", "H", "H", "H", "H", "H", "H", "H", "H", "H", "H", "O", "N", "C", "C", "C", "C", "C", "H", "H", "H", "H", "H"],
  "positions_angstrom": [[-0.256, 0.419, 0.430], [0.281, 1.934, 2.192], [1.465, 1.152, 2.022], [1.935, 1.345, 0.686], [1.977, 0.594, 2.794], [1.091, 2.319, 0.054], [0.073, 2.682, 0.985], [-0.680, 3.438, 0.817], [-0.308, 1.998, 3.100], [2.812, 0.872, 0.254], [1.233, 2.752, -0.929], [-2.374, -0.256, 1.273], [-2.388, 1.157, 1.110], [-2.235, 1.451, -0.286], [-2.540, 1.877, 1.904], [-2.185, 0.214, -0.986], [-2.201, -0.844, -0.019], [-2.156, -1.908, -0.236], [-2.561, -0.801, 2.191], [-2.222, 2.430, -0.754], [-2.191, 0.093, -2.068], [0.597, 0.076, -1.416], [-0.081, 0.204, -4.113], [0.858, -0.770, -3.561], [0.263, 1.628, -4.178], [-1.340, -0.262, -4.717], [0.528, -1.138, -2.068], [1.874, -0.342, -3.585], [0.844, -1.689, -4.166], [-0.478, -1.618, -2.009], [1.286, -1.848, -1.676], [0.849, 1.850, -5.090], [0.863, 1.940, -3.309], [-0.650, 2.245, -4.226], [-1.205, -0.535, -5.780], [-2.104, 0.531, -4.689], [-1.732, -1.153, -4.202], [0.259, -1.505, 1.187], [0.673, -1.589, 2.455], [1.851, -2.266, 2.636], [2.225, -2.609, 3.924], [1.536, -2.089, 5.019], [0.405, -1.297, 4.793], [-0.035, -1.086, 3.502], [2.391, -2.552, 1.742], [3.063, -3.288, 4.023], [1.801, -2.371, 6.038], [-0.158, -0.844, 5.604], [-0.956, -0.537, 3.322]]
}

=====

{
  "formula": "C2N3O3",
  "method": "ωB97M-V with the def2-TZVPD basis set",
  "largest_force_ev_per_a": 2.7,
  "total_energy_ev": -12685.7808,
  "mol_weight_da": 114.04,
  "charge": -1,
  "species": ["C", "C", "N", "N", "N", "O", "O", "O"],
  "positions_angstrom": [[-1.370, 0.104, 0.293], [-0.089, 0.428, 1.090], [-2.374, -0.193, -0.186], [0.521, 0.447, -0.963], [1.083, -0.438, -1.330], [0.550, -0.582, 1.401], [0.029, 1.616, 1.400], [1.651, -1.381, -1.705]]
}

=====

{
  "formula": "C5H15NO2",
  "method": "ωB97M-V with the def2-TZVPD basis set",
  "largest_force_ev_per_a": 2.7,
  "total_energy_ev": -11004.0080,
  "mol_weight_da": 121.18,
  "multiplicity": 2,
  "s_squared": 0.754,
  "charge": 1,
  "species": ["C", "N", "C", "C", "C", "O", "C", "H", "H", "H", "H", "H", "H", "H", "H", "H", "H", "H", "H", "H", "H", "H", "O"],
  "positions_angstrom": [[-1.819, -0.335, -1.454], [-0.518, -0.742, -1.034], [0.366, 0.220, -0.376], [-0.333, 0.829, 0.840], [0.511, 1.881, 1.575], [1.019, 2.859, 0.661], [1.728, -0.413, -0.115], [-2.517, -0.422, -0.597], [-1.964, 0.713, -1.732], [-2.325, -1.010, -2.143], [-0.066, -1.309, -1.761], [0.480, 0.962, -1.190], [-1.248, 1.323, 0.523], [-0.532, 0.075, 1.608], [-0.168, 2.377, 2.265], [1.367, 1.508, 2.138], [1.780, 2.505, 0.211], [2.406, -0.431, -0.970], [1.574, -1.442, 0.195], [2.223, 0.170, 0.655], [-0.227, -3.622, 0.583], [-0.706, -2.863, -0.613], [-0.971, -3.571, -0.043]]
}

=====

{
  "formula": "C18H54N12O25Si3",
  "method": "ωB97M-V with the def2-TZVPD basis set",
  "largest_force_ev_per_a": 2.1,
  "total_energy_ev": -112210.8978,
  "mol_weight_da": 922.95,
  "charge": 0,
  "species": ["C", "C", "C", "Si", "O", "Si", "Si", "C", "C", "C", "H", "H", "H", "H", "H", "H", "H", "H", "H", "H", "H", "H", "H", "H", "H", "H", "H", "H", "C", "N", "O", "O", "H", "H", "H", "C", "N", "O", "O", "H", "H", "H", "C", "N", "O", "O", "H", "H", "H", "C", "N", "O", "O", "H", "H", "H", "C", "N", "O", "O", "H", "H", "H", "C", "N", "O", "O", "H", "H", "H", "C", "N", "O", "O", "H", "H", "H", "C", "N", "O", "O", "H", "H", "H", "C", "N", "O", "O", "H", "H", "H", "C", "N", "O", "O", "H", "H", "H", "C", "N", "O", "O", "H", "H", "H", "C", "N", "O", "O", "H", "H", "H"],
  "positions_angstrom": [[-0.801, 2.783, 2.033], [-1.381, 2.250, 0.993], [-1.659, 0.788, 0.800], [-0.035, -0.215, 0.827], [1.202, 0.903, 0.772], [2.572, 0.539, -0.143], [2.599, 1.456, -2.225], [1.125, 0.819, -3.239], [4.195, 0.810, -3.063], [2.659, 3.350, -2.262], [-0.069, 2.259, 2.621], [-1.019, 3.797, 2.292], [-1.715, 2.921, 0.219], [-2.379, 0.407, 1.505], [-2.068, 0.669, -0.208], [-0.008, -1.028, 2.068], [0.003, -1.192, -0.281], [3.743, 1.016, 0.632], [2.636, -0.930, -0.330], [0.177, 1.006, -2.750], [1.273, -0.251, -3.346], [1.106, 1.282, -4.217], [4.909, 1.624, -3.087], [3.944, 0.429, -4.044], [4.626, 0.018, -2.462], [2.724, 3.828, -1.290], [1.833, 3.781, -2.814], [3.550, 3.642, -2.809], [2.499, -4.463, -0.952], [2.123, -3.410, -1.932], [0.980, -3.406, -2.352], [2.980, -2.611, -2.248], [1.639, -5.087, -0.770], [3.314, -5.036, -1.387], [2.815, -3.963, -0.046], [2.658, 4.649, 2.196], [4.015, 5.256, 2.125], [4.419, 5.864, 3.097], [4.634, 5.101, 1.091], [2.228, 4.867, 3.166], [2.060, 5.087, 1.402], [2.772, 3.578, 2.051], [-0.935, -4.213, 2.761], [0.009, -4.813, 1.780], [0.874, -4.101, 1.304], [-0.148, -5.986, 1.508], [-0.671, -3.170, 2.897], [-1.929, -4.312, 2.357], [-0.837, -4.766, 3.690], [-0.889, 7.080, 5.077], [-0.905, 5.986, 4.066], [-1.834, 5.207, 4.106], [0.017, 5.955, 3.273], [-1.765, 6.977, 5.706], [0.024, 6.975, 5.655], [-0.902, 8.022, 4.537], [7.772, 5.075, 2.720], [8.878, 4.574, 3.584], [8.577, 3.979, 4.600], [10.011, 4.797, 3.209], [6.827, 4.807, 3.175], [7.875, 6.153, 2.649], [7.882, 4.608, 1.746], [-4.912, -6.123, 1.257], [-4.632, -5.025, 2.224], [-5.311, -4.025, 2.161], [-3.726, -5.213, 3.019], [-5.733, -5.818, 0.619], [-4.007, -6.287, 0.680], [-5.170, -7.006, 1.833], [-0.257, -4.891, -5.132], [-1.593, -5.501, -5.378], [-1.663, -6.713, -5.444], [-2.531, -4.741, -5.497], [0.475, -5.686, -5.048], [-0.034, -4.242, -5.974], [-0.322, -4.323, -4.209], [5.563, -0.924, -5.999], [6.495, -1.516, -6.999], [7.339, -0.791, -7.484], [6.341, -2.693, -7.259], [5.815, 0.122, -5.867], [4.555, -1.035, -6.387], [5.687, -1.473, -5.070], [-4.863, 3.713, 4.163], [-5.788, 4.789, 4.608], [-6.972, 4.664, 4.358], [-5.295, 5.729, 5.200], [-5.441, 2.950, 3.654], [-4.137, 4.163, 3.492], [-4.375, 3.314, 5.055], [-5.466, -0.381, -2.667], [-4.473, -0.148, -1.581], [-3.356, -0.609, -1.730], [-4.850, 0.488, -0.621], [-4.991, -0.958, -3.451], [-6.301, -0.924, -2.233], [-5.783, 0.590, -3.033], [-3.078, 2.298, 8.971], [-3.219, 3.197, 7.793], [-3.756, 2.742, 6.797], [-2.787, 4.321, 7.905], [-3.505, 1.334, 8.723], [-2.018, 2.212, 9.189], [-3.608, 2.760, 9.798], [-3.568, -7.510, -7.961], [-4.914, -8.100, -8.202], [-4.997, -9.309, -8.273], [-5.840, -7.323, -8.312], [-2.846, -8.314, -7.884], [-3.342, -6.861, -8.802], [-3.618, -6.945, -7.035]]
}

=====

{
  "formula": "C6H7N4",
  "method": "ωB97M-V with the def2-TZVPD basis set",
  "largest_force_ev_per_a": 5.2,
  "total_energy_ev": -12284.1514,
  "mol_weight_da": 135.15,
  "charge": 1,
  "species": ["C", "C", "C", "C", "C", "C", "N", "N", "N", "N", "H", "H", "H", "H", "H", "H", "H"],
  "positions_angstrom": [[-1.186, -0.386, 1.578], [2.631, -0.063, -2.679], [-0.428, 0.374, 2.442], [0.193, 0.398, -0.233], [0.994, 1.096, 0.651], [-0.942, -0.378, 0.177], [1.594, 0.218, -2.196], [0.484, 0.225, -1.695], [0.630, 1.084, 1.953], [-1.743, -1.086, -0.641], [-1.967, -1.029, 1.936], [3.435, 0.304, -3.284], [-0.611, 0.476, 3.515], [-0.394, 0.127, -2.117], [1.163, 1.678, 2.560], [-2.369, -1.920, -0.349], [-1.485, -1.117, -1.618]]
}

=====

{
  "formula": "C18H32KN2O8",
  "method": "ωB97M-V with the def2-TZVPD basis set",
  "largest_force_ev_per_a": 1.8,
  "total_energy_ev": -54868.7332,
  "mol_weight_da": 443.56,
  "charge": -1,
  "species": ["K", "C", "C", "C", "O", "C", "C", "C", "O", "O", "O", "H", "H", "C", "O", "C", "C", "N", "C", "C", "O", "C", "H", "H", "H", "H", "H", "H", "H", "H", "H", "H", "H", "H", "H", "H", "H", "C", "O", "C", "C", "N", "C", "C", "O", "C", "H", "H", "H", "H", "H", "H", "H", "H", "H", "H", "H", "H", "H", "H", "H"],
  "positions_angstrom": [[-0.900, -0.158, -1.119], [-0.576, 4.915, -0.025], [-0.671, 5.650, 1.191], [-0.877, 4.847, 2.526], [-0.799, 5.498, 3.569], [-1.073, 3.447, 2.445], [-1.063, 2.762, 1.230], [-0.903, 3.558, -0.077], [-1.078, 2.994, -1.201], [-1.110, 1.498, 1.191], [-0.553, 6.871, 1.281], [-0.505, 5.438, -0.970], [-1.132, 2.815, 3.325], [4.482, 1.904, 5.746], [3.845, 1.781, 4.494], [4.021, 2.916, 3.687], [3.083, 2.869, 2.505], [3.436, 1.695, 1.709], [2.488, 1.408, 0.627], [2.766, 0.041, 0.050], [1.785, -0.266, -0.921], [2.059, 0.266, -2.207], [5.559, 2.064, 5.607], [4.267, 0.969, 6.257], [4.110, 2.755, 6.328], [5.049, 2.981, 3.282], [3.953, 3.863, 4.241], [3.157, 3.783, 1.920], [2.067, 2.724, 2.902], [3.499, 0.890, 2.321], [2.514, 2.251, -0.075], [1.465, 1.511, 1.028], [2.707, -0.687, 0.866], [3.796, -0.056, -0.313], [3.128, 0.463, -2.317], [1.507, 1.193, -2.392], [1.802, -0.468, -2.977], [-3.940, -5.944, -4.820], [-3.312, -5.028, -3.943], [-2.795, -3.894, -4.606], [-2.758, -2.714, -3.650], [-1.739, -2.769, -2.615], [-1.865, -3.717, -1.519], [-2.983, -3.347, -0.570], [-2.837, -2.006, -0.098], [-2.181, -2.021, 1.182], [-4.564, -6.564, -4.170], [-3.219, -6.551, -5.367], [-4.693, -5.445, -5.439], [-3.441, -3.585, -5.442], [-1.822, -4.118, -5.062], [-3.722, -2.566, -3.162], [-2.626, -1.824, -4.274], [-0.839, -2.947, -3.046], [-0.945, -3.797, -0.933], [-2.018, -4.743, -1.884], [-3.026, -3.984, 0.319], [-3.970, -3.504, -1.016], [-1.156, -2.396, 1.072], [-2.750, -2.569, 1.930], [-2.107, -0.954, 1.379]]
}

=====

{
  "formula": "C2H7NO3S",
  "method": "ωB97M-V with the def2-TZVPD basis set",
  "largest_force_ev_per_a": 4.2,
  "total_energy_ev": -20650.1677,
  "mol_weight_da": 125.15,
  "charge": 0,
  "species": ["C", "C", "N", "O", "O", "O", "S", "H", "H", "H", "H", "H", "H", "H"],
  "positions_angstrom": [[1.086, -1.797, -1.649], [-0.817, 2.320, 1.556], [0.313, -0.633, -1.811], [-0.901, -1.421, 1.591], [-1.153, 0.983, 1.860], [0.513, 0.236, -0.815], [-0.182, -0.219, 1.485], [2.153, -1.754, -1.524], [0.766, -2.310, -0.687], [0.963, -2.515, -2.477], [0.366, 2.458, 1.503], [-1.371, 2.933, 2.325], [-1.028, 2.706, 0.447], [-0.709, -0.987, -1.803]]
}

=====

What is the charge in the fifth record? 0